Computed, not measured: a molecular structure, C53H43IN5NaO4P2, with ωB97M-V/def2-TZVPD.

Output
Charge = 0
Highest occupied orbital energy = -7.46 eV

Structure (XYZ):
```
109
Properties=species:S:1:pos:R:3:forces:R:3
Na 0.398 0.258 -0.028 -0.995 1.076 -0.872
C -2.677 1.403 -3.790 0.098 0.068 0.053
C -2.530 2.768 -3.985 0.025 -0.123 0.105
C -1.803 3.496 -3.058 0.057 -0.031 0.143
C -1.286 2.850 -1.929 -0.361 -0.086 -0.621
N -1.415 1.537 -1.770 0.231 -0.047 0.385
C -2.062 0.843 -2.680 -0.307 -0.176 -0.403
C -0.598 3.553 -0.832 0.166 0.691 0.262
C -0.595 4.945 -0.732 0.020 -0.195 0.021
C 0.040 5.532 0.349 0.012 -0.090 0.005
C 0.635 4.720 1.293 0.017 -0.174 -0.103
C 0.591 3.333 1.110 0.013 0.783 -0.022
N -0.014 2.779 0.075 0.100 -0.249 -0.074
C 1.193 2.433 2.108 0.451 -0.025 0.532
C 2.329 2.805 2.828 -0.061 0.020 -0.018
C 2.806 1.954 3.810 -0.113 -0.042 -0.058
C 2.145 0.757 4.028 0.062 0.117 0.003
C 1.045 0.467 3.236 0.178 -0.141 0.329
N 0.577 1.275 2.307 0.012 0.206 -0.349
H -3.232 0.788 -4.480 -0.029 -0.089 -0.096
H -2.971 3.258 -4.843 0.034 0.001 0.000
H -1.648 4.550 -3.221 0.015 0.110 0.064
H -2.074 -0.223 -2.506 -0.109 -0.064 -0.114
H -1.094 5.562 -1.463 -0.028 0.011 -0.073
H 0.062 6.608 0.456 -0.041 0.019 0.015
H 1.107 5.143 2.167 0.040 0.003 0.064
H 2.856 3.724 2.613 -0.087 0.054 -0.040
H 3.677 2.221 4.392 0.059 -0.026 -0.026
H 2.492 0.066 4.777 -0.023 -0.141 0.072
H 0.502 -0.460 3.350 -0.016 -0.240 0.093
O 0.945 -1.514 0.843 0.699 -0.903 0.599
C 1.990 -1.914 1.335 -0.002 -0.429 0.238
C 3.250 -1.239 1.341 0.245 0.509 -0.241
C 4.334 -1.843 1.969 0.237 -0.027 0.119
C 5.556 -1.206 2.054 -1.075 0.370 -0.535
C 5.721 0.077 1.484 0.079 -0.135 0.101
C 4.683 0.685 0.860 -0.047 0.172 -0.099
C 3.384 0.072 0.728 0.304 -0.277 0.159
O 2.453 0.636 0.119 0.612 0.364 -0.132
N 6.625 -1.819 2.744 0.467 -0.347 0.437
O 6.410 -2.883 3.306 0.156 -0.183 0.067
O 7.705 -1.248 2.766 0.140 -0.002 0.007
H 2.003 -2.895 1.851 -0.056 -0.016 -0.045
H 4.231 -2.832 2.399 -0.053 0.006 0.061
H 6.690 0.546 1.566 0.012 0.075 -0.016
H 4.793 1.669 0.428 0.045 0.098 -0.077
C -2.830 -2.420 -0.696 0.177 0.033 0.013
C -3.190 -1.183 0.119 -0.023 0.093 0.120
P -1.933 -1.027 1.474 -1.103 0.013 0.370
C -2.837 -2.070 2.697 0.233 0.010 -0.040
C -2.298 -3.285 3.104 0.066 0.137 -0.099
C -2.965 -4.074 4.028 -0.089 -0.167 0.137
C -4.169 -3.649 4.565 0.087 -0.084 0.033
C -4.717 -2.443 4.157 -0.127 0.051 0.015
C -4.061 -1.663 3.225 -0.037 -0.070 -0.029
C -2.340 0.602 2.187 0.006 0.028 0.036
C -2.108 0.779 3.549 -0.141 -0.029 0.012
C -2.248 2.019 4.137 -0.026 -0.032 0.109
C -2.638 3.104 3.369 -0.011 0.156 0.008
C -2.873 2.939 2.015 -0.032 0.268 0.071
C -2.712 1.700 1.423 -0.047 -0.197 0.012
P -1.052 -2.259 -1.254 -0.453 -0.662 -0.483
C -1.230 -2.880 -2.991 0.094 0.147 -0.042
C -2.288 -2.475 -3.805 0.011 0.012 0.097
C -2.380 -2.888 -5.121 -0.090 0.028 -0.163
C -1.391 -3.679 -5.678 0.020 -0.011 -0.080
C -0.309 -4.047 -4.899 0.012 -0.044 -0.131
C -0.237 -3.663 -3.575 0.054 -0.001 0.026
C -0.193 -3.729 -0.575 0.073 0.164 0.072
C 1.176 -3.763 -0.839 -0.071 -0.060 0.123
C 1.967 -4.806 -0.403 0.175 0.011 -0.105
C 1.407 -5.835 0.336 -0.016 -0.064 0.063
C 0.057 -5.798 0.631 0.013 -0.167 0.079
C -0.741 -4.760 0.173 -0.114 0.111 -0.113
H -3.494 -2.524 -1.557 0.131 -0.113 0.130
H -2.945 -3.310 -0.076 -0.086 -0.010 -0.089
H -4.203 -1.259 0.527 0.093 0.129 -0.045
H -3.125 -0.292 -0.504 -0.044 0.025 -0.033
H -1.351 -3.607 2.693 0.095 -0.025 0.010
H -2.544 -5.019 4.339 0.067 -0.057 0.023
H -4.675 -4.248 5.308 -0.041 -0.074 0.018
H -5.659 -2.110 4.570 -0.062 0.026 0.026
H -4.490 -0.720 2.914 -0.028 0.048 0.014
H -1.821 -0.073 4.151 0.034 -0.004 0.087
H -2.058 2.138 5.195 0.002 0.017 0.064
H -2.764 4.073 3.831 -0.005 0.096 0.012
H -3.181 3.784 1.415 -0.001 0.058 -0.049
H -2.865 1.604 0.359 -0.021 -0.035 -0.107
H -3.070 -1.834 -3.422 -0.090 -0.024 0.067
H -3.232 -2.589 -5.715 -0.054 0.038 -0.051
H -1.462 -4.006 -6.704 -0.011 -0.007 -0.123
H 0.489 -4.642 -5.318 0.046 -0.108 -0.057
H 0.603 -4.002 -2.989 -0.008 -0.007 -0.088
H 1.622 -2.934 -1.373 0.089 -0.013 -0.029
H 3.024 -4.801 -0.625 0.115 -0.021 -0.024
H 2.021 -6.653 0.684 0.039 -0.046 0.045
H -0.390 -6.584 1.219 -0.040 -0.116 0.056
H -1.794 -4.784 0.411 -0.076 0.033 0.009
I 5.031 -1.926 -3.252 -0.373 0.218 -0.066
C 3.283 -0.831 -3.694 0.421 -0.279 0.046
C 3.065 -0.299 -4.953 -0.077 -0.006 0.081
C 1.893 0.413 -5.153 0.031 -0.053 0.049
C 1.003 0.540 -4.098 -0.020 0.123 -0.320
N 1.216 0.021 -2.901 -0.369 0.183 0.356
C 2.337 -0.642 -2.697 0.417 -0.216 -0.050
H 3.776 -0.431 -5.757 0.055 -0.018 0.040
H 1.683 0.857 -6.114 -0.077 0.048 -0.075
H 0.076 1.084 -4.215 -0.091 0.086 -0.109
H 2.494 -1.020 -1.699 0.114 -0.064 0.150
```
Forces are in eV/Å.


Computed, not measured: a molecular structure, C53H43IN7PPd, with ωB97M-V/def2-TZVPD.

Output
Charge = 0
Highest occupied orbital energy = -4.48 eV

Structure (XYZ):
```
106
Properties=species:S:1:pos:R:3:forces:R:3
Pd -0.262 0.262 0.664 0.300 -0.804 3.005
C -0.824 2.825 -4.045 0.121 -1.341 0.007
N -1.255 2.503 -2.667 -0.357 0.235 1.075
C -0.731 1.400 -2.011 -2.038 1.740 0.679
N -1.118 1.388 -0.737 -1.324 1.836 -2.126
C -1.929 2.470 -0.525 -0.482 -0.037 0.383
C -2.127 3.190 -1.684 3.420 -1.892 -1.565
C -2.639 4.497 -1.922 -0.823 1.481 -0.213
C -2.051 5.394 -2.854 -1.703 1.108 2.380
C -2.552 6.717 -2.887 -1.120 -1.113 0.081
C -3.744 7.024 -2.200 0.533 -0.577 0.186
C -4.272 6.142 -1.208 -0.887 1.942 -1.286
C -3.717 4.900 -1.083 1.092 0.060 -0.417
C -2.438 2.668 0.884 0.352 1.160 -0.360
C -3.167 1.659 1.498 0.404 0.403 0.745
C -3.476 1.757 2.872 0.089 0.347 -1.610
C -3.145 2.899 3.572 0.171 -0.014 0.073
C -2.526 3.982 2.918 0.220 0.081 0.574
C -2.125 3.874 1.586 -0.834 -1.582 0.008
P -0.025 -0.021 -2.789 1.195 0.043 0.105
C -0.950 -1.276 -1.960 -1.693 -2.597 1.474
N -1.399 -1.251 -0.678 0.041 -1.272 -2.079
C -1.894 -2.498 -0.379 0.440 -0.038 -2.062
C -1.676 -3.334 -1.479 -0.104 -0.065 -0.410
N -1.120 -2.573 -2.499 -0.196 0.657 0.814
C -0.823 -3.058 -3.864 0.256 1.246 -0.577
C -1.861 -4.786 -1.650 -0.189 -0.558 1.044
C -1.524 -5.619 -0.529 0.379 0.125 -1.513
C -1.673 -7.002 -0.625 -0.477 0.125 0.856
C -2.290 -7.500 -1.745 -0.350 -0.656 -1.427
C -2.589 -6.704 -2.863 0.016 -0.504 0.109
C -2.403 -5.344 -2.841 -0.021 1.186 1.461
C -2.689 -2.759 0.811 0.313 0.539 1.128
C -2.490 -1.932 1.941 0.147 -0.237 -0.207
C -3.165 -2.167 3.116 0.194 -0.277 0.954
C -4.005 -3.285 3.268 0.988 1.720 -1.378
C -4.305 -3.976 2.123 -0.268 -0.673 -0.836
C -3.654 -3.752 0.905 0.066 0.504 0.827
C 1.385 -0.092 -1.610 2.830 0.296 -0.623
N 1.518 0.571 -0.471 3.445 -0.119 -1.656
C 2.929 0.554 -0.150 -2.167 -0.863 0.192
C 3.596 -0.170 -1.094 -1.085 0.234 -1.631
N 2.651 -0.562 -2.101 0.077 0.725 2.060
C 2.912 -1.431 -3.248 0.907 0.720 -0.918
C 5.042 -0.271 -1.253 1.444 0.826 1.054
C 5.672 -1.478 -1.557 0.268 0.915 0.371
C 7.054 -1.586 -1.556 0.074 1.397 -0.227
C 7.846 -0.462 -1.359 -0.466 0.624 0.546
C 7.251 0.783 -1.063 -0.557 0.031 1.296
C 5.861 0.868 -0.870 0.177 -1.622 -2.369
C 3.454 1.064 1.148 0.170 -0.095 -0.414
C 2.968 2.228 1.709 -1.519 0.837 -0.095
C 3.477 2.706 2.929 -0.168 0.512 0.434
C 4.567 2.065 3.509 0.263 -0.651 -0.384
C 5.089 0.893 2.918 -0.407 0.229 0.956
C 4.491 0.374 1.811 -0.441 0.366 -1.486
H -0.924 1.902 -4.664 -0.132 0.685 0.381
H -1.403 3.608 -4.461 -0.810 0.377 -0.366
H 0.228 3.133 -4.172 -0.246 -0.087 0.732
H -1.144 5.150 -3.321 0.894 -0.187 -0.610
H -2.092 7.477 -3.504 -0.008 -0.099 -0.155
H -4.253 7.941 -2.483 0.127 0.066 0.529
H -5.182 6.509 -0.649 1.236 -0.760 -0.464
H -3.974 4.262 -0.263 -0.471 -0.407 0.025
H -3.422 0.778 0.930 -0.029 -0.160 0.002
H -4.031 0.947 3.289 -0.144 -0.388 0.577
H -3.334 2.910 4.651 -0.056 0.340 -0.423
H -2.347 4.881 3.531 0.103 -0.411 -0.619
H -1.608 4.645 1.040 0.103 0.277 0.151
H 0.041 -2.495 -4.270 -0.323 -0.441 0.396
H -0.652 -4.126 -3.917 0.395 0.020 0.489
H -1.631 -2.886 -4.603 0.023 0.205 0.710
H -1.083 -5.198 0.366 -0.069 0.242 -0.109
H -1.422 -7.705 0.199 -0.151 0.841 -0.573
H -2.591 -8.546 -1.810 0.407 0.107 0.072
H -2.948 -7.159 -3.774 -0.341 -0.184 0.087
H -2.811 -4.647 -3.601 0.518 -0.842 0.354
H -1.736 -1.140 1.932 -0.266 -0.020 -0.372
H -2.967 -1.505 3.977 -0.047 -0.452 -0.420
H -4.360 -3.501 4.226 -0.949 -0.453 1.169
H -5.097 -4.705 2.079 -0.021 -0.415 0.406
H -3.897 -4.385 0.081 -0.151 -0.163 -0.501
H 2.581 -0.984 -4.213 0.083 0.066 0.723
H 4.009 -1.662 -3.393 -1.278 0.518 0.483
H 2.395 -2.362 -3.165 -0.350 -0.756 0.288
H 5.084 -2.342 -1.723 -0.486 -0.757 -0.113
H 7.529 -2.503 -1.763 0.362 -1.040 -0.136
H 8.921 -0.549 -1.313 0.110 -0.029 -0.253
H 7.852 1.669 -0.762 -0.304 -0.811 -0.563
H 5.387 1.818 -0.684 -0.056 0.027 0.321
H 2.061 2.712 1.217 1.422 -0.558 0.663
H 2.992 3.563 3.478 0.634 -0.891 -0.890
H 5.052 2.402 4.414 -0.265 0.265 0.135
H 5.865 0.299 3.394 0.083 0.415 0.024
H 4.888 -0.483 1.295 0.046 -0.423 0.332
I 1.076 -2.907 5.565 0.144 -0.712 0.242
C 0.779 -1.125 4.593 -0.327 0.710 0.296
C 0.512 0.005 5.362 0.401 0.006 -0.472
C 0.300 1.218 4.663 0.370 -1.465 1.342
C 0.611 1.217 3.338 -0.873 0.489 -3.552
N 0.762 0.080 2.532 0.192 0.115 2.301
C 0.794 -1.086 3.203 0.282 0.884 0.219
H 0.619 -0.099 6.454 -0.605 0.394 -0.597
H -0.082 2.071 5.192 0.327 0.465 -0.031
H 0.624 2.162 2.698 -0.180 -1.402 1.283
H 0.896 -2.028 2.684 -0.041 0.138 -0.524
```
Forces are in eV/Å.


Relative energy (zero: lowest compared OMol25 entry of this formula, charge and spin) list, top to bottom, in kcal/mol: 24.06; 0.00
Molar mass list, top to bottom, in Da: 1025.8; 1042.3
Largest force on an atom list, top to bottom, in Eh/bohr: 0.03316; 0.08188